Molecular formula: C48H64CdClN3O2S2
Method: DFT, ωB97M-V with the def2-TZVPD basis set

Calculated values
- Relative energy (zero: lowest compared OMol25 entry of this formula, charge and spin): 0.0000 eV
- Charge: -2
- HOMO level: 0.1 eV
- E: -3606.60314 hartree

```
121
C48H64CdClN3O2S2, DFT ωB97M-V with the def2-TZVPD basis set
Cd 0.4528 -1.2811 1.1806
C 1.9546 -4.2641 1.0193
N 2.1916 -2.9399 0.4591
C 3.5009 -2.4586 0.8903
C 2.0704 -2.9899 -1.0001
C 2.1180 -1.6186 -1.6589
N 1.0289 -0.7569 -1.2317
C 1.3600 0.6603 -1.3933
C 2.6033 1.1418 -0.6977
C 3.5544 1.8151 -1.4579
C 4.6731 2.4129 -0.8998
C 4.7951 2.3223 0.4884
C 3.8914 1.6577 1.3011
C 2.7606 1.0043 0.7057
O 1.9351 0.3270 1.4456
C 4.0767 1.6284 2.8213
C 5.2842 2.4531 3.2780
C 2.8354 2.2142 3.5134
C 4.2993 0.1865 3.2985
C 5.7316 3.1567 -1.7117
C 5.8086 4.6211 -1.2548
C 5.4211 3.1459 -3.2088
C 7.1046 2.5002 -1.5075
C -0.2099 -1.0466 -2.0131
C -1.4328 -0.2910 -1.6232
C -2.0547 0.5618 -2.4936
C -3.4110 0.9199 -2.3430
C -4.1529 0.0338 -1.5171
C -3.5874 -0.8287 -0.6164
C -2.1084 -0.5986 -0.2992
O -1.4750 -1.6756 0.3358
C -4.3594 -1.9984 -0.0125
C -4.1533 -2.1212 1.5081
C -5.8694 -1.8809 -0.2475
C -3.8958 -3.2983 -0.6972
C -4.1035 1.8534 -3.3277
C -4.5336 1.0944 -4.5983
C -3.1716 3.0001 -3.7396
C -5.3519 2.4932 -2.7066
H 2.7088 -4.9852 0.6622
H 0.9658 -4.6204 0.7348
H 1.9970 -4.2155 2.1067
H 4.3033 -3.1107 0.5051
H 3.5341 -2.4552 1.9795
H 3.6752 -1.4380 0.5587
H 1.1194 -3.4762 -1.2282
H 2.8737 -3.6213 -1.4204
H 2.1041 -1.7548 -2.7551
H 3.0664 -1.1343 -1.4198
H 0.4897 1.2154 -1.0437
H 1.4517 0.8893 -2.4711
H 3.3770 1.8707 -2.5265
H 5.6480 2.8016 0.9531
H 5.1926 3.5035 2.9894
H 6.2231 2.0634 2.8752
H 5.3460 2.4087 4.3683
H 2.7055 3.2630 3.2318
H 2.9559 2.1618 4.6003
H 1.9415 1.6607 3.2355
H 5.1704 -0.2490 2.7978
H 3.4230 -0.4216 3.0908
H 4.4793 0.1691 4.3783
H 4.8461 5.1147 -1.4016
H 6.5705 5.1657 -1.8228
H 6.0591 4.6907 -0.1953
H 4.4678 3.6329 -3.4214
H 5.3754 2.1268 -3.5980
H 6.2044 3.6826 -3.7518
H 7.3907 2.5046 -0.4546
H 7.8773 3.0312 -2.0738
H 7.0816 1.4606 -1.8412
H -0.3894 -2.1211 -1.9152
H 0.0165 -0.8399 -3.0757
H -1.5065 0.8716 -3.3850
H -5.2291 -0.0023 -1.6598
H -4.6129 -1.2745 2.0275
H -3.0920 -2.1455 1.7464
H -4.6248 -3.0365 1.8860
H -6.2673 -0.9584 0.1849
H -6.3753 -2.7285 0.2273
H -6.1174 -1.8939 -1.3112
H -2.8121 -3.3693 -0.6400
H -4.1816 -3.2730 -1.7524
H -4.3481 -4.1822 -0.2272
H -3.6611 0.6470 -5.0807
H -5.0334 1.7527 -5.3223
H -5.2193 0.2848 -4.3361
H -2.2958 2.6352 -4.2787
H -2.8176 3.5360 -2.8562
H -3.6979 3.7060 -4.3938
H -6.0913 1.7424 -2.4223
H -5.8271 3.1774 -3.4209
H -5.0841 3.0519 -1.8090
S 1.0192 -1.1685 4.3486
C 0.1055 -2.5380 4.0103
N -0.2478 -2.9178 2.8007
C -1.0328 -4.0492 2.7957
C -1.5930 -4.6265 1.6589
C -2.3560 -5.7722 1.7942
C -2.5727 -6.3478 3.0485
C -2.0358 -5.7696 4.1899
C -1.2708 -4.6191 4.0566
S -0.4954 -3.6388 5.2673
H -1.4624 -4.1177 0.7120
H -2.8132 -6.2122 0.9163
H -3.1798 -7.2410 3.1353
H -2.2189 -6.2021 5.1664
Cl -0.8179 3.3840 -0.3904
C -2.4396 3.1048 0.1976
C -3.2853 4.2038 0.2072
C -4.5840 4.0740 0.6748
C -5.0103 2.8391 1.1435
C -4.1448 1.7594 1.1348
C -2.8360 1.8421 0.6409
C -1.9576 0.6315 0.7244
H -2.9155 5.1538 -0.1562
H -5.2475 4.9307 0.6770
H -6.0187 2.7164 1.5220
H -4.4740 0.8024 1.5150
H -0.9063 0.9400 0.6955
H -2.1467 0.1684 1.6981
```